DFT (ωB97M-V/def2-TZVPD) results for a 2-piece molecular cluster, C5H13NO2 overall.

```
21
Properties=species:S:1:pos:R:3:forces:R:3
O 0.89167 -3.44083 -1.42804 0.027 0.010 0.183
O 0.24487 0.17625 1.44270 -0.001 -0.233 0.021
N -0.38023 -0.06029 -2.01388 -0.107 -0.032 0.020
C -0.33302 -1.51918 -2.09119 0.099 0.030 -0.106
C -0.61099 2.00867 2.78287 -0.072 0.010 0.094
C 0.29605 2.30602 0.48751 0.020 0.088 -0.105
C -0.00182 1.52029 1.50882 -0.084 0.103 0.185
C 0.81518 -2.02609 -1.25000 0.026 -0.127 0.015
H -1.01956 0.31301 -2.70295 0.000 -0.004 -0.030
H 0.64768 -1.76466 -0.20268 0.012 -0.010 0.047
H -0.73493 0.22329 -1.10777 0.056 0.050 0.036
H 0.09298 3.35956 0.58430 0.020 0.090 -0.106
H -0.13564 -1.81748 -3.12343 -0.102 0.041 -0.003
H -1.53576 1.47120 3.00908 -0.028 -0.005 -0.041
H 1.73741 -1.53862 -1.57604 0.039 0.012 -0.006
H -0.84338 3.06679 2.69785 -0.020 0.009 0.057
H 0.72976 1.92610 -0.42487 0.051 -0.035 -0.026
H -1.25621 -2.01400 -1.76795 -0.002 -0.028 -0.042
H -0.07025 -0.24968 2.24638 0.024 0.034 -0.029
H 0.06148 1.87222 3.63287 0.071 -0.037 -0.034
H 1.40472 -3.81257 -0.70358 -0.029 0.034 -0.129
```
Forces are in eV/Å.

The calculation puts the relative energy (zero: lowest compared OMol25 entry of this formula, charge and spin) at 189.55 kJ/mol. The SMILES is C=C(C)O.NCCO. As for the molar mass: 119.16 g/mol. For the HOMO energy, the calculation gives -9.0 eV.